{"formula": "AlBH8O2", "method": "ωB97M-V/def2-TZVPD", "elements": ["Al", "B", "H", "H", "H", "H", "O", "H", "H", "O", "H", "H"], "coordinates": [[0.6840, 0.3024, 0.8839], [3.1629, 2.0425, -3.2606], [3.4823, 1.9682, -4.2886], [3.7950, 1.4259, -2.6404], [3.1096, 3.0694, -2.9338], [2.1776, 1.6032, -3.2803], [-1.0415, -2.0188, 4.9442], [-1.9382, -2.3179, 5.0943], [-0.5906, -2.1870, 5.7716], [-3.9094, -1.2279, 0.0047], [-4.2293, -1.6978, -0.7653], [-4.7024, -0.9622, 0.4703]], "mulliken_charge": [1.00, -0.20, 0.27, 0.17, 0.19, 0.21, -0.55, 0.36, 0.36, -0.56, 0.37, 0.37], "total_charge": 2, "e_lumo_ev": -15.717, "fmax_ev_per_a": 7.33, "homo_lumo_gap_ev": 1.494, "relative_energy_kj_mol": 549.4}

---

{"formula": "AlH12O6", "method": "ωB97M-V/def2-TZVPD", "elements": ["Al", "O", "H", "H", "O", "H", "H", "O", "H", "H", "O", "H", "H", "O", "H", "H", "O", "H", "H"], "coordinates": [[-0.8637, 0.3810, -0.0615], [-2.1791, 1.5971, -2.3999], [-1.8731, 1.6678, -3.3042], [-2.6994, 2.3883, -2.2601], [1.0787, -1.8431, -0.3992], [0.7976, -2.7566, -0.3462], [2.0274, -1.8765, -0.2770], [-2.0414, -1.5435, -1.8978], [-1.6763, -2.2791, -2.3895], [-2.7251, -1.1901, -2.4669], [0.3982, -0.8522, 2.2684], [1.3344, -0.9279, 2.4529], [-0.0284, -1.2693, 3.0168], [2.0593, 0.6772, 0.0982], [2.5523, 1.1597, -0.5655], [2.6860, 0.5372, 0.8081], [0.1565, 1.9032, 2.2897], [-0.0068, 1.8856, 3.2327], [1.0029, 2.3412, 2.2009]], "mulliken_charge": [1.65, -0.45, 0.37, 0.37, -0.44, 0.35, 0.32, -0.46, 0.37, 0.36, -0.44, 0.30, 0.31, -0.47, 0.31, 0.33, -0.46, 0.34, 0.34], "total_charge": 3, "e_lumo_ev": -19.199, "fmax_ev_per_a": 2.85, "homo_lumo_gap_ev": 3.664, "relative_energy_kj_mol": 1161.6}